Record 1
The following is a quantum chemistry calculation of a structure of composition C20H32N3OPSSiZr in a non-equilibrium geometry, from the OMol25 dataset.

Cartesian coordinates (Å):
Zr: 0.087847 -0.381235 -0.109163
S: -1.111958 -2.311957 4.017877
P: 0.726764 1.155201 -2.366915
Si: 0.537057 -1.998176 -2.134327
O: 1.914488 -0.887157 0.728511
N: -1.768143 -0.062570 -0.613459
N: -0.555157 -0.615059 2.101160
N: -1.367041 -2.696911 1.361641
C: 0.379037 1.070757 5.774527
C: -3.060606 -0.051293 -0.835113
C: 2.168029 -2.926419 -2.034033
C: 3.306400 0.711227 1.998443
C: -3.641682 -1.034899 -1.663165
C: 4.021337 -0.198046 -0.244961
C: -5.014847 -1.005060 -1.849673
C: 0.882916 2.958497 -2.136955
C: 0.293274 1.341422 3.350220
C: -3.871832 0.948922 -0.217903
C: 2.178031 0.847417 -3.442958
C: -0.255061 0.068096 3.276043
C: 2.845823 0.198433 0.648846
C: -0.149317 -0.226578 5.684475
C: 0.617399 1.852543 4.619153
C: -5.829658 -0.048500 -1.240590
C: -5.225253 0.926662 -0.433782
C: -1.057790 -1.827089 2.356132
C: -0.648493 1.136014 -3.597761
C: -0.475737 -0.717488 4.423478
H: 2.577065 -2.940824 -1.016535
H: 4.741862 -0.845394 0.315864
H: 2.350374 1.093489 0.240130
H: -0.317817 -0.840820 6.565012
H: 2.190870 1.621186 -4.225607
H: 0.450753 1.856164 2.398621
H: 2.895556 -2.471276 -2.713614
H: -1.759827 -3.582652 1.664031
H: -5.832505 1.674473 0.033657
H: -5.488374 -1.746357 -2.485928
H: 1.988327 -3.962809 -2.354625
H: -1.598556 -2.340343 0.420991
H: -1.548483 1.536407 -3.117076
H: 0.312693 -1.796433 -3.568069
H: 1.370077 3.412006 -3.034160
H: 2.119538 -0.151272 -3.915263
H: 4.528484 0.713644 -0.565182
H: 3.702469 -0.775898 -1.120988
H: 1.504377 3.188198 -1.248117
H: -0.113260 3.428577 -2.001968
H: -6.916654 -0.038999 -1.404717
H: 4.381240 0.602700 2.201810
H: -0.368008 1.755099 -4.456129
H: 3.106367 0.906543 -2.846874
H: -0.481121 -3.011145 -1.777874
H: -0.848834 0.110364 -3.924613
H: 1.041676 2.859036 4.667889
H: -3.368007 1.698871 0.403623
H: 2.740213 0.311417 2.862504
H: -3.008304 -1.776999 -2.146189
H: 3.084449 1.796855 1.980219
H: 0.637532 1.489439 6.749429

Cartesian forces (eV/Å) of the 6 atoms listed first:
-0.63 1.67 -1.09
0.13 0.84 0.03
-0.58 -0.08 -0.28
0.18 -0.64 0.32
0.81 0.93 0.24
3.82 -0.53 0.86

For the molar mass, the calculation gives 512.847 Da. The spin multiplicity is 1. The calculation puts the total energy at -57059.4246 eV. Its energy above the lowest of the compared OMol25 structures with the same formula, charge and spin is 0.0 kJ/mol. The value obtained for the HOMO-LUMO gap is 6.43 eV.

=====

Record 2
The following is a quantum chemistry calculation of a cluster of 4 separate species, C8H12N4 in total in a non-equilibrium geometry, from the OMol25 dataset.

Cartesian coordinates (Å):
N: -3.819383 -2.752425 0.715871
N: 1.030240 2.029416 1.977848
N: -1.228463 -0.220525 -2.948019
N: 5.293464 0.727769 -1.383484
C: -3.619488 -2.524781 -0.392307
C: 0.381386 1.174136 -1.448346
C: -0.520453 0.383592 -2.286680
C: -0.688856 0.512807 3.211906
C: 4.438222 0.703128 -0.618694
C: 3.388592 0.660048 0.424654
C: 0.274516 1.353033 2.517766
C: -3.350515 -2.256646 -1.798667
H: 1.437940 0.969356 -1.543345
H: -0.201021 -0.238358 3.829385
H: 0.074598 1.021992 -0.412727
H: -2.315867 -2.552158 -1.959908
H: -3.574138 -1.223516 -2.038267
H: -1.312725 0.037254 2.451021
H: 3.083786 1.691156 0.550138
H: 3.882078 0.183854 1.270430
H: -3.969298 -2.895539 -2.429262
H: -1.388364 1.026617 3.869676
H: 0.104576 2.206802 -1.671336
H: 2.599179 -0.017017 0.112350

Cartesian forces (eV/Å) of the 6 atoms listed first:
0.09 0.10 -0.07
-0.18 -0.17 0.00
-0.48 -0.32 -0.41
-0.07 0.06 -0.07
-0.34 -0.07 0.22
-1.36 0.35 0.32

Its SMILES is CC#N.CC#N.CC#N.CC#N. For the molar mass, the calculation gives 164.212 Da. The spin multiplicity is 1. The calculation puts the total energy at -14449.4953 eV. Its energy above the lowest of the compared OMol25 structures with the same formula, charge and spin is 198.4 kJ/mol. The value obtained for the HOMO-LUMO gap is 11.88 eV.